No. 1
Computed, not measured: 2 unconnected molecules or ions with the total composition ClHN2O at a distorted geometry, with wB97M-V/def2-TZVPD.

For the HOMO energy, the calculation gives -0.4156 hartree. As for the spin multiplicity: 1. Its largest force on an atom is 0.1987 hartree/bohr. The calculation puts the orbital gap at 11.44 eV. The charge is 0. As for the total energy: -645.416167 hartree. As for the SMILES: N#[N+][O-].Cl.

Positions of all 5 atoms, in Å:
N: 0.452 -0.089 -0.094
N: 0.824 0.956 -0.094
O: 0.708 2.093 -0.079
Cl: -1.440 -1.690 -0.120
H: -0.544 -1.270 0.387

***

No. 2
Computed, not measured: 2 unconnected molecules or ions with the total composition C3H3NOS at a distorted geometry, with wB97M-V/def2-TZVPD.

For the HOMO energy (spin up / spin down), the calculation gives -0.3475 / -0.3439 hartree. As for the spin multiplicity: 1. Its largest force on an atom is 0.0851 hartree/bohr. The calculation puts the orbital gap (spin up / spin down) at 8.10 / 6.87 eV. The charge is 0. As for the total energy: -644.045264 hartree. As for the SMILES: O=NC=S.C#C.

Positions of all 9 atoms, in Å:
O: 1.054 -1.313 -0.388
N: 0.951 -0.434 0.450
C: 1.211 -0.049 1.666
S: 2.163 -1.139 2.509
H: 0.867 0.924 1.860
C: -2.172 0.531 -1.446
C: -0.967 0.477 -1.589
H: -2.994 1.047 -1.262
H: -0.113 -0.043 -1.800

***

No. 3
Computed, not measured: a molecular structure, C29H30BN3O6SiTa at a distorted geometry, with wB97M-V/def2-TZVPD.

For the HOMO energy, the calculation gives -0.3979 hartree. As for the spin multiplicity: 1. Its largest force on an atom is 0.0309 hartree/bohr. The calculation puts the orbital gap at 7.23 eV. The charge is +1. As for the total energy: -2110.118653 hartree.

Positions of all 71 atoms, in Å:
Ta: -0.425 -0.098 -0.363
O: -4.077 0.484 2.163
C: -4.628 -0.747 2.050
C: -5.813 -0.960 2.756
C: -6.443 -2.183 2.702
C: -5.913 -3.226 1.944
C: -4.751 -3.020 1.239
C: -4.086 -1.784 1.275
C: -2.865 -1.627 0.484
O: -2.150 -0.520 0.660
N: -2.476 -2.497 -0.382
N: -1.345 -2.006 -1.038
C: -0.989 -2.757 -2.031
C: 0.035 -2.444 -2.981
C: 0.426 -3.386 -3.942
C: 1.375 -3.057 -4.887
C: 1.935 -1.781 -4.901
C: 1.561 -0.821 -3.974
C: 0.616 -1.172 -3.023
O: 0.234 -0.275 -2.090
H: -3.282 0.506 1.610
H: -6.214 -0.142 3.335
H: -7.360 -2.331 3.255
H: -6.409 -4.185 1.908
H: -4.324 -3.811 0.639
H: -1.553 -3.676 -2.166
H: -0.019 -4.372 -3.930
H: 1.680 -3.789 -5.621
H: 2.675 -1.531 -5.649
H: 1.986 0.171 -3.966
O: -0.251 0.005 1.897
C: 0.424 0.783 2.878
C: 1.406 1.659 2.173
C: 2.453 2.241 2.875
C: 3.281 3.124 2.210
C: 3.039 3.383 0.867
C: 1.992 2.730 0.246
N: 1.177 1.885 0.882
H: -0.945 -0.537 2.294
H: 0.911 0.150 3.623
H: -0.316 1.416 3.382
H: 2.607 2.003 3.918
H: 4.108 3.593 2.725
H: 3.661 4.058 0.300
H: 1.813 2.868 -0.808
O: 2.331 -1.146 1.125
B: 1.773 -0.316 0.154
O: 2.779 0.197 -0.671
C: 3.967 -0.228 -0.120
C: 5.254 0.060 -0.520
C: 6.276 -0.519 0.228
C: 6.005 -1.344 1.315
C: 4.699 -1.628 1.707
C: 3.698 -1.045 0.963
H: 5.453 0.696 -1.369
H: 7.304 -0.326 -0.045
H: 6.826 -1.776 1.867
H: 4.479 -2.269 2.548
C: -0.471 3.222 -2.056
Si: -1.498 2.311 -0.768
C: -3.224 1.973 -1.444
C: -1.668 3.295 0.831
H: -0.943 4.174 -2.303
H: -0.399 2.634 -2.971
H: 0.537 3.436 -1.722
H: -3.614 2.878 -1.915
H: -3.909 1.694 -0.643
H: -3.246 1.183 -2.196
H: -2.373 4.110 0.658
H: -0.724 3.723 1.165
H: -2.076 2.691 1.642

***

No. 4
Computed, not measured: a single C7H19N3 molecule, with wB97M-V/def2-TZVPD.

For the HOMO energy, the calculation gives -0.3065 hartree. As for the spin multiplicity: 1. Its largest force on an atom is 0.0128 hartree/bohr. The calculation puts the orbital gap at 9.36 eV. The charge is 0. As for the total energy: -442.348963 hartree. As for the SMILES: CCN[C@@](C)(NC)N(C)C.

Positions of all 29 atoms, in Å:
C: -2.522 -1.965 -0.799
C: -2.239 -0.473 -0.564
N: -0.916 -0.062 -1.021
C: 0.081 0.236 0.003
C: -0.296 1.565 0.668
N: 0.110 -0.858 0.961
C: 0.413 -0.637 2.360
N: 1.349 0.297 -0.747
C: 2.559 0.392 0.040
C: 1.368 1.292 -1.804
H: -1.818 -2.573 -0.239
H: -2.435 -2.202 -1.856
H: -3.536 -2.206 -0.475
H: -2.979 0.131 -1.098
H: -2.332 -0.265 0.501
H: -0.530 -0.780 -1.633
H: 0.507 1.917 1.311
H: -1.199 1.453 1.258
H: -0.485 2.299 -0.110
H: 0.671 -1.609 0.576
H: 0.404 -1.607 2.860
H: 1.380 -0.154 2.565
H: -0.370 -0.025 2.806
H: 2.587 -0.389 0.796
H: 3.406 0.235 -0.632
H: 2.689 1.373 0.530
H: 2.143 1.019 -2.519
H: 1.587 2.301 -1.432
H: 0.406 1.297 -2.305

***

No. 5
Computed, not measured: a molecular structure, C48H54BrN8O2Si2V at a distorted geometry, with wB97M-V/def2-TZVPD.

For the HOMO energy (spin up / spin down), the calculation gives -0.1155 / -0.1496 hartree. As for the spin multiplicity: 4. Its largest force on an atom is 0.0600 hartree/bohr. The calculation puts the orbital gap (spin up / spin down) at 5.58 / 6.51 eV. The charge is -1. As for the total energy: -6547.150338 hartree.

Positions of all 116 atoms, in Å:
V: 0.185 -0.151 -2.034
C: -4.707 -5.391 -1.392
C: -3.383 -4.544 -1.350
C: -2.128 -5.057 -1.166
C: -1.066 -4.181 -1.086
C: -1.127 -2.764 -1.104
N: -0.047 -1.927 -0.989
C: 0.972 -2.404 -0.218
C: 0.772 -3.008 1.067
C: 1.766 -3.485 1.882
C: 3.113 -3.380 1.405
C: 4.302 -3.797 2.296
C: 3.359 -2.850 0.172
C: 2.314 -2.328 -0.591
N: 2.641 -1.976 -1.991
C: 3.620 -2.476 -2.749
C: 3.567 -1.834 -3.977
C: 2.452 -1.003 -3.900
N: 1.955 -1.063 -2.661
C: -2.437 -2.282 -1.356
C: -3.465 -3.165 -1.472
N: -2.768 -0.948 -1.719
C: -3.695 -0.712 -2.721
C: -3.566 0.617 -3.147
C: -2.530 1.215 -2.459
N: -2.007 0.231 -1.445
H: -5.495 -4.802 -1.869
H: -4.584 -6.284 -1.978
H: -4.987 -5.709 -0.388
H: -1.930 -6.102 -1.202
H: -0.112 -4.522 -1.085
H: -0.277 -3.118 1.386
H: 1.396 -3.906 2.816
H: 4.226 -3.356 3.261
H: 4.292 -4.907 2.428
H: 5.242 -3.480 1.828
H: 4.396 -2.698 -0.200
H: 4.234 -3.331 -2.414
H: 4.130 -2.091 -4.853
H: 1.991 -0.431 -4.673
H: -4.473 -2.801 -1.640
H: -4.381 -1.477 -3.053
H: -4.073 1.054 -3.954
H: -2.043 2.139 -2.678
C: 2.588 4.518 -4.719
C: 1.611 3.445 -4.318
C: 0.633 2.919 -5.173
C: -0.148 1.833 -4.856
C: 0.066 1.230 -3.590
Br: -0.605 -1.857 -4.280
N: 0.997 1.722 -2.762
C: 1.820 2.734 -3.120
H: 2.962 4.980 -3.822
H: 2.111 5.319 -5.297
H: 3.437 4.143 -5.269
H: 0.563 3.331 -6.215
H: -0.766 1.332 -5.602
H: 2.658 2.949 -2.467
O: 3.358 0.974 -1.415
C: 2.706 0.884 -0.376
N: 3.266 0.925 0.912
C: 2.293 0.836 1.967
C: 1.096 0.344 1.059
O: 0.091 -0.134 1.608
N: 1.350 0.557 -0.243
C: 1.923 2.229 2.466
C: 1.725 2.482 3.799
C: 1.433 3.771 4.260
C: 1.416 4.827 3.315
C: 1.589 4.548 1.944
C: 1.861 3.255 1.549
C: 2.790 -0.018 3.132
C: 1.957 -0.907 3.801
C: 2.365 -1.532 4.988
C: 3.653 -1.392 5.438
C: 4.501 -0.485 4.791
C: 4.049 0.225 3.655
H: 4.176 1.332 1.073
H: 1.803 1.658 4.481
H: 1.366 3.958 5.322
H: 1.188 5.830 3.633
H: 1.472 5.374 1.295
H: 2.024 3.096 0.478
H: 0.957 -1.080 3.346
H: 1.634 -2.102 5.440
H: 3.865 -1.937 6.318
H: 5.458 -0.184 5.196
H: 4.735 0.868 3.157
C: -1.346 3.624 -1.220
Si: -2.328 2.696 0.129
C: -4.120 3.177 0.006
C: -1.567 3.101 1.810
C: -2.272 0.733 0.000
Si: -3.562 -0.154 1.082
C: -5.283 -0.585 0.479
C: -2.835 -1.737 1.850
C: -3.695 0.872 2.675
H: -0.988 4.472 -0.624
H: -1.977 3.973 -2.009
H: -0.534 2.940 -1.548
H: -4.336 4.230 0.344
H: -4.851 2.494 0.492
H: -4.268 3.111 -1.076
H: -1.519 4.210 1.863
H: -0.553 2.771 2.026
H: -2.173 2.741 2.680
H: -1.424 0.421 0.631
H: -5.653 0.062 -0.311
H: -5.958 -0.687 1.363
H: -5.134 -1.584 0.034
H: -2.458 -2.526 1.205
H: -3.530 -2.234 2.534
H: -1.987 -1.454 2.526
H: -4.167 1.888 2.700
H: -2.731 0.862 3.183
H: -4.416 0.264 3.252

***

No. 6
Computed, not measured: 4 unconnected molecules or ions with the total composition C24H47BFNO12 at a distorted geometry, with wB97M-V/def2-TZVPD.

For the HOMO energy, the calculation gives -0.3261 hartree. As for the spin multiplicity: 1. Its largest force on an atom is 0.1713 hartree/bohr. The calculation puts the orbital gap at 7.03 eV. The charge is 0. As for the total energy: -2024.588679 hartree. As for the SMILES: NB(O)C1=C(F)C(=O)C=CC1=O.COCCOCCOC.COCCOCCOC.COCCOCCOC.

Positions of all 86 atoms, in Å:
N: 1.324 0.051 0.498
B: 0.628 1.249 -0.190
O: 1.359 2.324 -0.890
C: -1.044 1.238 -0.097
C: -1.781 1.733 1.135
F: -1.075 2.260 2.338
C: -3.445 1.594 1.061
O: -4.274 2.554 1.500
C: -3.978 0.175 0.352
C: -3.240 -0.322 -0.877
C: -1.951 0.627 -1.363
O: -1.669 0.879 -2.649
H: 2.262 -0.125 0.071
H: 1.380 0.218 1.531
H: 1.522 3.113 -0.294
H: -4.876 -0.420 0.810
H: -3.512 -1.319 -1.427
C: 1.619 -5.667 -0.748
O: 0.478 -6.141 -1.447
C: -0.736 -6.026 -0.715
C: -1.828 -5.272 -1.489
O: -1.562 -3.908 -1.828
C: -0.473 -3.647 -2.718
C: -0.579 -4.222 -4.140
O: -0.604 -5.642 -4.159
C: -1.710 -6.193 -4.856
H: 2.128 -6.505 -0.267
H: 2.302 -5.219 -1.477
H: 1.372 -4.897 -0.008
H: -0.586 -5.556 0.262
H: -1.094 -7.050 -0.534
H: -2.715 -5.243 -0.845
H: -2.144 -5.822 -2.372
H: 0.469 -3.924 -2.247
H: -0.432 -2.557 -2.813
H: 0.305 -3.907 -4.705
H: -1.458 -3.790 -4.640
H: -2.591 -5.541 -4.828
H: -1.978 -7.136 -4.374
H: -1.426 -6.398 -5.891
C: 1.420 0.266 -4.056
O: 2.634 -0.237 -4.595
C: 2.984 0.326 -5.853
C: 4.402 0.917 -5.865
O: 4.661 2.008 -4.976
C: 4.565 1.753 -3.571
C: 5.548 0.732 -2.977
O: 5.364 -0.577 -3.497
C: 6.540 -1.156 -4.040
H: 0.601 -0.414 -4.301
H: 1.523 0.307 -2.967
H: 1.190 1.279 -4.406
H: 2.266 1.085 -6.180
H: 2.952 -0.493 -6.585
H: 4.573 1.318 -6.871
H: 5.157 0.146 -5.741
H: 3.537 1.516 -3.304
H: 4.769 2.715 -3.089
H: 5.376 0.676 -1.897
H: 6.577 1.090 -3.126
H: 7.234 -0.405 -4.437
H: 6.246 -1.807 -4.867
H: 7.036 -1.761 -3.278
C: -3.683 3.265 4.283
O: -3.737 4.129 5.408
C: -4.521 3.628 6.484
C: -3.753 3.597 7.814
O: -2.597 2.758 7.881
C: -1.496 3.079 7.026
C: -0.810 4.437 7.249
O: -1.671 5.537 6.998
C: -1.765 6.458 8.074
H: -4.428 3.575 3.548
H: -2.690 3.359 3.831
H: -3.828 2.213 4.551
H: -4.926 2.634 6.271
H: -5.373 4.312 6.599
H: -4.441 3.203 8.572
H: -3.509 4.600 8.157
H: -1.782 2.946 5.984
H: -0.746 2.305 7.216
H: 0.029 4.518 6.549
H: -0.392 4.468 8.266
H: -1.609 5.982 9.049
H: -2.772 6.883 8.068
H: -1.044 7.266 7.929